No. 1
The following is a quantum chemistry calculation of a molecular structure, C3H7I2N2O2P in a non-equilibrium geometry, from the OMol25 dataset.

Calculated values
* lowest unoccupied orbital energy (spin up / spin down): -0.258 / -3.406 eV
* <S²>: 2.011
* multiplicity: 3
* orbital gap (spin up / spin down): 4.377 / 5.055 eV

Each line ends with the Löwdin charge.
Positions of all 17 atoms, in Å:
1 C 2.23 -1.34 -0.83  -0.721
2 C 2.23 -0.36 0.33  -0.656
3 C -1.59 0.65 0.60  -0.930
4 N 0.95 -0.38 0.80  -0.188
5 N -2.58 0.67 -0.54  -0.059
6 O 3.22 -1.81 -1.21  0.110
7 O 0.92 -1.55 -1.19  -0.231
8 P -0.26 -0.41 -0.45  0.743
9 I 2.79 1.59 -0.76  0.612
10 I -1.02 2.62 1.26  0.747
11 H 3.13 -0.38 1.10  0.140
12 H -1.88 -0.05 1.52  0.085
13 H 0.71 0.21 1.64  0.089
14 H -3.53 0.40 -0.37  0.116
15 H -2.61 1.65 -0.82  0.075
16 H -1.88 -0.03 -1.22  0.060
17 H -0.82 -1.49 0.15  0.009



No. 2
The following is a quantum chemistry calculation of 2 unconnected molecules or ions with the total composition H4O2 in a non-equilibrium geometry, from the OMol25 dataset.

Calculated values
* lowest unoccupied orbital energy: 0.728 eV
* multiplicity: 1
* orbital gap: 11.415 eV
* energy relative to the best compared isomer or geometry (same formula, charge and spin): 0.314 eV
* SMILES: O.O

Each line ends with the Löwdin charge.
Positions of all 6 atoms, in Å:
1 H -0.74 0.47 1.24  0.082
2 H -1.21 1.53 0.14  0.076
3 H 0.31 -0.39 -0.29  -0.061
4 H 1.44 -1.33 -1.06  0.015
5 O -0.90 0.61 0.28  -0.056
6 O 1.09 -0.90 -0.30  -0.056



No. 3
The following is a quantum chemistry calculation of a molecular structure, C4H3FO5Pt in a non-equilibrium geometry, from the OMol25 dataset.

Calculated values
* lowest unoccupied orbital energy (spin up / spin down): -6.828 / -8.550 eV
* <S²>: 3.759
* charge: +1
* multiplicity: 4
* orbital gap (spin up / spin down): 5.225 / 6.671 eV
* energy relative to the best compared isomer or geometry (same formula, charge and spin): 1.971 eV

Each line ends with the Löwdin charge.
Positions of all 14 atoms, in Å:
1 C 0.27 -1.07 0.29  -0.282
2 C -1.03 -0.91 -0.48  -0.058
3 F 1.21 -1.55 -0.57  0.085
4 H 0.17 -1.79 1.11  0.187
5 H -0.86 -0.54 -1.50  0.145
6 H -1.51 -1.90 -0.53  0.156
7 O -1.88 -0.03 0.26  0.005
8 C -2.68 0.78 -0.39  -0.229
9 O -3.34 1.65 0.06  0.154
10 O 0.71 0.10 0.91  0.155
11 Pt 2.78 1.87 -0.72  1.479
12 O 1.43 2.03 0.30  -0.061
13 O 2.96 0.50 0.60  0.002
14 C 1.77 0.87 0.68  -0.737



| no. | DFT total energy (eV) |
| --- | --- |
| 1 | -35783.0874 |
| 2 | -4159.6251 |
| 3 | -20380.7628 |